Entry 1:
Below is C7H10 in the gas phase, with properties calculated with ωB97M-V/def2-TZVPD.

```
17
Properties=species:S:1:pos:R:3:mulliken_charge:R:1
C -1.1016 2.3737 0.1801 0.272
C -0.7928 1.2103 0.1136 -1.097
C -0.4223 -0.1881 -0.0045 1.069
C 1.0279 -0.5519 0.3431 -0.546
C 2.0304 0.5875 0.1742 -1.272
C -1.1560 -0.9635 -1.0827 -0.871
C -1.4845 -1.2034 0.3559 -0.751
H -1.3756 3.4038 0.2359 0.450
H 1.3251 -1.4076 -0.2770 0.370
H 1.0629 -0.8981 1.3838 0.265
H 2.0993 0.9198 -0.8674 0.322
H 3.0260 0.2680 0.5024 0.377
H 1.7323 1.4504 0.7789 0.323
H -1.8753 -0.4168 -1.6860 0.285
H -0.5930 -1.7253 -1.6158 0.246
H -1.1241 -2.1201 0.8184 0.264
H -2.4279 -0.8331 0.7449 0.293
```

The HOMO energy comes out at -9.25 eV. The value obtained for the orbital gap is 10.399 eV. Its structure (SMILES) is C#CC1(CC)CC1. The calculation puts the LUMO energy at 0.0422 Ha. As for the spin multiplicity: 1. Its total charge is 0. Its energy above the lowest of the compared OMol25 structures with the same formula, charge and spin is 239.3 kJ/mol.

Entry 2:
Below is C7H10 in the gas phase, with properties calculated with ωB97M-V/def2-TZVPD.

```
17
Properties=species:S:1:pos:R:3:mulliken_charge:R:1
C 1.6665 2.1171 0.6098 0.376
C 0.5798 1.6251 0.4317 -0.733
C -0.7179 1.0314 0.2101 -0.540
C -0.9880 -0.4151 0.5950 0.101
C 0.0611 -1.2558 1.2880 -1.341
C -0.8862 -0.0408 -0.8534 0.130
C 0.2875 -0.4978 -1.6872 -1.403
H 2.6218 2.5644 0.7771 0.409
H -1.5506 1.7144 0.3609 0.326
H -2.0027 -0.5811 0.9509 0.382
H -0.1967 -1.3831 2.3441 0.373
H 0.1373 -2.2512 0.8363 0.281
H 1.0468 -0.7826 1.2469 0.282
H -1.8297 0.0064 -1.3955 0.366
H 0.1818 -1.5572 -1.9488 0.326
H 0.3580 0.0767 -2.6169 0.375
H 1.2310 -0.3707 -1.1491 0.291
```

The HOMO energy comes out at -9.29 eV. The value obtained for the orbital gap is 10.383 eV. Its structure (SMILES) is C#C[C@@H]1[C@H](C)[C@@H]1C. The calculation puts the LUMO energy at 0.0403 Ha. As for the spin multiplicity: 1. Its total charge is 0. Its energy above the lowest of the compared OMol25 structures with the same formula, charge and spin is 227.3 kJ/mol.

Entry 3:
Below is 2 unconnected molecules or ions with the total composition C7H10, with properties calculated with ωB97M-V/def2-TZVPD.

```
17
Properties=species:S:1:pos:R:3:mulliken_charge:R:1
C -0.5432 -2.1784 -0.5032 -1.040
C 0.0411 -1.0920 -0.9277 0.680
C 0.5159 0.1066 -1.0078 0.241
C 0.3939 1.4704 -1.5391 -0.549
C 1.6945 0.9793 -0.9209 -0.554
H -0.9713 -2.0672 0.4926 0.156
H -0.6428 -3.1304 -1.0072 0.270
H 0.3294 1.5673 -2.6170 0.247
H -0.1749 2.2165 -0.9844 0.176
H 1.9850 1.3988 0.0423 0.172
H 2.5250 0.7349 -1.5733 0.242
C -1.1407 -0.5590 2.0129 -0.808
C -0.5738 0.5335 1.5122 -0.353
H -2.1899 -0.7795 1.8436 0.351
H -0.5682 -1.2862 2.5800 0.352
H -1.1376 1.2506 0.9225 0.214
H 0.4785 0.7524 1.6673 0.204
```

The HOMO energy comes out at -9.16 eV. The value obtained for the orbital gap is 10.323 eV. Its structure (SMILES) is C=C=C1CC1.C=C. The calculation puts the LUMO energy at 0.0428 Ha. As for the spin multiplicity: 1. Its total charge is 0. Its energy above the lowest of the compared OMol25 structures with the same formula, charge and spin is 405.6 kJ/mol.